[1]
{"formula": "C80H80N16", "method": "ωB97M-V/def2-TZVPD", "de_lowest_kj_mol": 29.0, "multiplicity": 1, "symbols": ["N", "C", "C", "C", "C", "C", "H", "H", "H", "H", "H", "N", "C", "C", "C", "C", "C", "H", "H", "H", "H", "H", "N", "C", "C", "C", "C", "C", "H", "H", "H", "H", "H", "N", "C", "C", "C", "C", "C", "H", "H", "H", "H", "H", "N", "C", "C", "C", "C", "C", "H", "H", "H", "H", "H", "N", "C", "C", "C", "C", "C", "H", "H", "H", "H", "H", "N", "C", "C", "C", "C", "C", "H", "H", "H", "H", "H", "N", "C", "C", "C", "C", "C", "H", "H", "H", "H", "H", "N", "C", "C", "C", "C", "C", "H", "H", "H", "H", "H", "N", "C", "C", "C", "C", "C", "H", "H", "H", "H", "H", "N", "C", "C", "C", "C", "C", "H", "H", "H", "H", "H", "N", "C", "C", "C", "C", "C", "H", "H", "H", "H", "H", "N", "C", "C", "C", "C", "C", "H", "H", "H", "H", "H", "N", "C", "C", "C", "C", "C", "H", "H", "H", "H", "H", "N", "C", "C", "C", "C", "C", "H", "H", "H", "H", "H", "N", "C", "C", "C", "C", "C", "H", "H", "H", "H", "H"], "xyz": [[17.92, 23.56, 13.52], [16.90, 22.78, 13.23], [16.39, 21.86, 14.12], [16.83, 21.89, 15.46], [17.88, 22.73, 15.79], [18.37, 23.56, 14.80], [16.61, 22.71, 12.16], [15.56, 21.20, 13.88], [16.49, 21.15, 16.17], [18.28, 22.79, 16.75], [19.28, 24.15, 14.92], [20.37, 15.11, 11.64], [19.67, 16.07, 11.02], [19.04, 15.84, 9.80], [19.15, 14.63, 9.20], [19.85, 13.64, 9.81], [20.41, 13.89, 11.04], [19.58, 17.07, 11.50], [18.52, 16.60, 9.23], [18.71, 14.45, 8.25], [20.03, 12.64, 9.43], [21.02, 13.18, 11.60], [22.34, 16.87, 8.65], [22.94, 16.53, 9.81], [23.02, 17.33, 10.95], [22.44, 18.58, 10.89], [21.72, 18.91, 9.79], [21.72, 18.03, 8.66], [23.51, 15.59, 9.91], [23.47, 16.98, 11.88], [22.46, 19.31, 11.70], [21.18, 19.80, 9.76], [21.19, 18.25, 7.69], [16.62, 14.01, 17.14], [16.20, 13.39, 18.27], [16.96, 13.35, 19.43], [18.12, 14.08, 19.51], [18.58, 14.73, 18.34], [17.81, 14.60, 17.14], [15.22, 12.92, 18.23], [16.52, 12.82, 20.33], [18.58, 14.18, 20.49], [19.47, 15.29, 18.40], [18.15, 15.05, 16.23], [11.74, 19.29, 16.22], [11.46, 20.56, 16.62], [12.04, 21.67, 16.01], [12.93, 21.43, 14.99], [13.15, 20.12, 14.60], [12.60, 19.06, 15.29], [10.63, 20.66, 17.32], [11.91, 22.66, 16.36], [13.35, 22.29, 14.48], [13.90, 19.90, 13.91], [12.87, 18.02, 15.03], [21.14, 16.12, 20.49], [22.31, 15.74, 19.94], [23.04, 16.50, 19.05], [22.56, 17.80, 18.78], [21.36, 18.18, 19.33], [20.71, 17.31, 20.16], [22.65, 14.80, 20.36], [24.03, 16.15, 18.73], [23.14, 18.42, 18.12], [20.85, 19.11, 19.10], [19.77, 17.56, 20.64], [25.18, 15.28, 13.03], [24.65, 14.32, 12.18], [25.32, 13.69, 11.16], [26.64, 14.00, 11.00], [27.22, 14.90, 11.85], [26.50, 15.52, 12.85], [23.61, 14.17, 12.45], [24.77, 12.95, 10.60], [27.29, 13.60, 10.23], [28.25, 15.18, 11.76], [26.95, 16.30, 13.52], [20.92, 26.73, 15.43], [20.08, 27.76, 15.60], [19.52, 28.44, 14.57], [19.74, 28.00, 13.25], [20.44, 26.84, 13.06], [21.04, 26.23, 14.20], [20.02, 28.18, 16.61], [18.90, 29.28, 14.83], [19.22, 28.54, 12.50], [20.60, 26.44, 12.09], [21.70, 25.33, 14.08], [21.73, 12.91, 13.86], [21.65, 13.99, 14.69], [21.35, 13.88, 16.02], [21.18, 12.64, 16.59], [21.34, 11.53, 15.78], [21.56, 11.72, 14.43], [21.84, 14.97, 14.23], [21.23, 14.77, 16.65], [20.94, 12.43, 17.63], [21.33, 10.50, 16.16], [21.56, 10.85, 13.77], [21.87, 24.56, 11.10], [22.87, 24.32, 12.00], [22.84, 23.28, 12.85], [21.77, 22.38, 12.78], [20.73, 22.60, 11.90], [20.80, 23.73, 11.11], [23.66, 25.03, 11.96], [23.65, 23.04, 13.51], [21.70, 21.52, 13.43], [19.96, 21.87, 11.88], [20.06, 23.91, 10.34], [15.88, 19.55, 17.75], [16.88, 19.86, 18.60], [17.41, 18.85, 19.46], [16.94, 17.60, 19.39], [15.91, 17.28, 18.55], [15.39, 18.27, 17.80], [17.23, 20.89, 18.62], [18.17, 19.10, 20.17], [17.36, 16.84, 20.00], [15.61, 16.20, 18.45], [14.60, 17.99, 17.12], [20.08, 18.93, 13.80], [19.19, 19.66, 14.54], [18.72, 19.27, 15.77], [19.20, 18.11, 16.29], [20.15, 17.37, 15.58], [20.50, 17.76, 14.30], [18.99, 20.63, 14.15], [17.95, 19.79, 16.34], [18.91, 17.78, 17.27], [20.52, 16.48, 16.04], [21.17, 17.15, 13.74], [19.94, 21.44, 18.58], [20.72, 21.69, 17.55], [21.02, 22.96, 17.11], [20.47, 24.06, 17.79], [19.72, 23.80, 18.93], [19.45, 22.48, 19.23], [21.09, 20.84, 17.04], [21.66, 23.09, 16.25], [20.72, 25.08, 17.44], [19.33, 24.57, 19.59], [18.95, 22.20, 20.12], [17.97, 21.25, 10.13], [16.94, 21.87, 9.56], [15.69, 21.33, 9.47], [15.51, 20.05, 10.04], [16.54, 19.45, 10.73], [17.77, 20.11, 10.76], [17.18, 22.81, 9.10], [14.86, 21.85, 9.02], [14.53, 19.51, 9.90], [16.42, 18.45, 11.15], [18.65, 19.57, 11.19], [23.90, 20.50, 14.82], [23.66, 19.21, 14.61], [24.32, 18.24, 15.27], [25.29, 18.52, 16.18], [25.57, 19.83, 16.43], [24.86, 20.80, 15.74], [22.91, 19.00, 13.83], [24.02, 17.18, 15.00], [25.91, 17.78, 16.68], [26.40, 20.10, 17.08], [25.08, 21.86, 15.94], [15.01, 16.88, 14.22], [16.15, 17.44, 13.85], [17.18, 16.66, 13.30], [17.05, 15.27, 13.28], [15.92, 14.69, 13.78], [14.94, 15.54, 14.22], [16.14, 18.53, 13.93], [18.08, 17.12, 12.93], [17.87, 14.70, 12.85], [15.74, 13.59, 13.84], [14.02, 15.04, 14.54]]}



[2]
{"formula": "C81H178N10O13", "method": "ωB97M-V/def2-TZVPD", "s_squared": 0.755, "de_lowest_kj_mol": 180.5, "multiplicity": 2, "total_charge": 1, "symbols": ["C", "O", "C", "C", "N", "C", "C", "O", "C", "H", "H", "H", "H", "H", "H", "H", "H", "H", "H", "H", "H", "H", "H", "H", "C", "O", "C", "C", "N", "C", "C", "O", "C", "H", "H", "H", "H", "H", "H", "H", "H", "H", "H", "H", "H", "H", "H", "H", "C", "O", "C", "C", "N", "C", "C", "O", "C", "H", "H", "H", "H", "H", "H", "H", "H", "H", "H", "H", "H", "H", "H", "H", "C", "C", "C", "C", "C", "C", "N", "O", "C", "C", "C", "H", "H", "H", "H", "H", "H", "H", "H", "H", "H", "H", "H", "H", "H", "H", "H", "H", "H", "H", "C", "C", "C", "C", "C", "C", "N", "O", "C", "C", "C", "H", "H", "H", "H", "H", "H", "H", "H", "H", "H", "H", "H", "H", "H", "H", "H", "H", "H", "H", "C", "C", "C", "C", "C", "C", "N", "O", "C", "C", "C", "H", "H", "H", "H", "H", "H", "H", "H", "H", "H", "H", "H", "H", "H", "H", "H", "H", "H", "H", "C", "C", "C", "C", "C", "C", "N", "O", "C", "C", "C", "H", "H", "H", "H", "H", "H", "H", "H", "H", "H", "H", "H", "H", "H", "H", "H", "H", "H", "H", "C", "C", "C", "C", "C", "C", "N", "O", "C", "C", "C", "H", "H", "H", "H", "H", "H", "H", "H", "H", "H", "H", "H", "H", "H", "H", "H", "H", "H", "H", "C", "C", "C", "C", "C", "C", "N", "O", "C", "C", "C", "H", "H", "H", "H", "H", "H", "H", "H", "H", "H", "H", "H", "H", "H", "H", "H", "H", "H", "H", "C", "C", "C", "C", "C", "C", "N", "O", "C", "C", "C", "H", "H", "H", "H", "H", "H", "H", "H", "H", "H", "H", "H", "H", "H", "H", "H", "H", "H", "H"], "xyz": [[-2.74, -9.00, 5.31], [-3.24, -7.83, 4.77], [-4.71, -7.70, 4.52], [-5.25, -6.24, 4.18], [-4.47, -5.66, 3.00], [-4.67, -4.22, 2.90], [-3.60, -3.66, 1.99], [-2.30, -4.10, 2.35], [-1.40, -3.61, 1.27], [-3.21, -9.16, 6.28], [-1.65, -8.97, 5.40], [-3.07, -9.84, 4.69], [-5.20, -7.88, 5.48], [-5.04, -8.51, 3.87], [-5.15, -5.65, 5.10], [-6.31, -6.25, 3.95], [-3.51, -5.95, 2.89], [-4.61, -3.78, 3.89], [-5.67, -4.04, 2.50], [-3.67, -2.58, 2.10], [-3.86, -3.90, 0.96], [-1.63, -4.05, 0.30], [-0.35, -3.82, 1.49], [-1.51, -2.53, 1.18], [2.44, -4.97, 6.21], [2.83, -3.75, 5.60], [2.92, -3.88, 4.22], [3.72, -2.73, 3.62], [3.93, -2.96, 2.18], [5.07, -3.79, 1.84], [6.40, -3.13, 1.95], [7.50, -3.78, 1.43], [8.64, -2.91, 1.37], [3.26, -5.68, 6.28], [1.72, -5.55, 5.63], [1.96, -4.84, 7.18], [1.89, -3.94, 3.87], [3.31, -4.83, 3.86], [4.70, -2.53, 4.06], [3.15, -1.83, 3.85], [3.59, -2.21, 1.60], [5.03, -4.23, 0.85], [5.06, -4.75, 2.35], [6.59, -3.00, 3.02], [6.35, -2.20, 1.40], [8.78, -2.55, 0.35], [9.57, -3.39, 1.67], [8.51, -2.02, 1.99], [4.22, 0.29, 1.60], [3.00, -0.18, 1.10], [1.84, 0.55, 1.41], [0.70, -0.19, 0.70], [0.26, 0.45, -0.56], [-0.88, -0.16, -1.13], [-1.11, 0.44, -2.59], [-0.14, -0.05, -3.60], [-0.52, 0.18, -4.96], [4.28, 1.36, 1.43], [5.11, -0.20, 1.21], [4.23, 0.19, 2.69], [1.79, 1.61, 1.14], [1.75, 0.57, 2.49], [-0.08, -0.02, 1.45], [0.93, -1.25, 0.57], [1.06, 0.43, -1.18], [-1.75, 0.18, -0.57], [-0.73, -1.24, -1.19], [-1.10, 1.53, -2.51], [-2.15, 0.21, -2.79], [0.25, -0.24, -5.61], [-0.67, 1.24, -5.11], [-1.50, -0.26, -5.15], [-3.73, 2.34, -4.26], [-4.68, 3.47, -4.73], [-4.12, 4.07, -6.07], [-4.35, 3.20, -7.37], [-5.86, 2.96, -7.35], [-6.47, 2.34, -6.11], [-6.10, 3.17, -4.95], [-6.75, 2.67, -3.84], [-8.01, 2.60, -6.28], [-6.24, 0.77, -6.06], [-4.53, 4.70, -3.75], [-4.20, 1.76, -3.46], [-2.83, 2.71, -3.78], [-3.52, 1.68, -5.11], [-4.47, 5.05, -6.38], [-3.04, 4.20, -5.96], [-3.82, 2.26, -7.52], [-3.99, 3.76, -8.23], [-6.13, 2.24, -8.12], [-6.34, 3.91, -7.60], [-8.65, 2.00, -5.63], [-8.17, 3.66, -6.11], [-8.38, 2.31, -7.27], [-5.17, 0.55, -6.15], [-6.54, 0.36, -5.09], [-6.89, 0.19, -6.72], [-5.21, 4.70, -2.90], [-4.68, 5.60, -4.33], [-3.53, 4.92, -3.39], [-7.49, 3.28, -3.81], [-5.13, -3.73, -2.48], [-4.27, -4.40, -3.60], [-5.01, -5.60, -4.13], [-4.42, -6.06, -5.49], [-4.66, -4.98, -6.49], [-3.97, -3.62, -6.06], [-3.99, -3.34, -4.61], [-3.27, -2.17, -4.17], [-2.49, -3.82, -6.43], [-4.69, -2.49, -6.89], [-2.95, -4.80, -3.00], [-6.10, -3.57, -2.96], [-4.78, -2.79, -2.05], [-5.33, -4.37, -1.62], [-4.87, -6.46, -3.48], [-6.09, -5.54, -4.03], [-4.82, -6.98, -5.91], [-3.38, -6.38, -5.34], [-5.75, -4.93, -6.54], [-4.24, -5.43, -7.39], [-1.98, -2.88, -6.27], [-1.98, -4.58, -5.84], [-2.41, -3.99, -7.51], [-4.11, -1.57, -6.94], [-4.72, -2.59, -7.97], [-5.68, -2.31, -6.46], [-2.55, -3.90, -2.53], [-2.11, -5.11, -3.63], [-2.97, -5.60, -2.25], [-2.38, -2.51, -4.04], [-0.07, -1.16, 4.97], [0.06, -0.34, 6.30], [-1.32, -0.32, 7.02], [-1.28, -0.18, 8.53], [-0.27, -1.06, 9.17], [1.17, -0.98, 8.60], [1.07, -1.08, 7.12], [2.29, -1.27, 6.48], [1.95, 0.23, 8.99], [1.82, -2.21, 9.21], [0.47, 1.11, 5.97], [-0.83, -0.78, 4.29], [-0.35, -2.20, 5.12], [0.84, -1.13, 4.36], [-2.06, 0.32, 6.53], [-1.76, -1.30, 6.83], [-2.26, -0.30, 9.00], [-0.96, 0.84, 8.76], [-0.58, -2.09, 9.02], [-0.27, -0.75, 10.22], [1.40, 1.16, 8.80], [2.27, 0.12, 10.03], [2.85, 0.25, 8.38], [2.87, -2.29, 8.92], [1.83, -2.19, 10.30], [1.32, -3.15, 8.95], [0.85, 1.60, 6.87], [-0.36, 1.71, 5.59], [1.22, 1.18, 5.18], [2.30, -2.20, 6.25], [3.37, -3.27, -4.53], [2.16, -4.14, -4.09], [0.88, -3.69, -4.78], [0.94, -4.19, -6.28], [0.98, -5.71, -6.35], [2.34, -6.18, -5.71], [2.37, -5.62, -4.32], [3.38, -6.25, -3.52], [2.24, -7.79, -5.62], [3.58, -5.76, -6.62], [1.92, -3.81, -2.62], [4.21, -3.55, -3.91], [3.09, -2.25, -4.26], [3.69, -3.42, -5.56], [-0.06, -4.14, -4.47], [0.82, -2.61, -4.72], [1.72, -3.66, -6.83], [0.10, -3.80, -6.86], [0.93, -6.23, -7.31], [0.14, -6.18, -5.83], [1.49, -8.06, -4.89], [1.93, -8.13, -6.61], [3.17, -8.23, -5.27], [4.51, -5.76, -6.06], [3.67, -6.51, -7.41], [3.34, -4.78, -7.03], [2.81, -3.96, -2.01], [1.19, -4.48, -2.15], [1.61, -2.77, -2.53], [2.84, -6.87, -3.02], [0.63, 5.70, 1.80], [-0.85, 5.75, 1.81], [-1.31, 7.12, 1.23], [-2.81, 7.33, 0.82], [-3.25, 6.14, -0.05], [-2.99, 4.72, 0.57], [-1.52, 4.70, 0.95], [-1.00, 3.40, 1.17], [-3.92, 4.41, 1.78], [-3.38, 3.59, -0.54], [-1.32, 5.68, 3.32], [1.20, 6.36, 2.45], [1.03, 5.98, 0.83], [0.95, 4.67, 2.00], [-1.19, 7.85, 2.03], [-0.73, 7.33, 0.33], [-2.88, 8.25, 0.25], [-3.48, 7.55, 1.65], [-2.63, 6.22, -0.94], [-4.31, 6.13, -0.30], [-3.82, 5.21, 2.51], [-4.96, 4.37, 1.45], [-3.67, 3.48, 2.28], [-2.85, 3.87, -1.46], [-3.15, 2.59, -0.17], [-4.44, 3.61, -0.76], [-2.22, 6.28, 3.45], [-0.54, 6.20, 3.88], [-1.50, 4.63, 3.53], [-0.60, 3.16, 0.33], [4.27, 3.21, -4.03], [3.23, 2.82, -2.97], [3.61, 3.41, -1.55], [3.34, 4.96, -1.41], [1.88, 5.15, -1.79], [1.30, 4.59, -3.12], [1.83, 3.19, -3.32], [1.43, 2.62, -4.45], [-0.22, 4.64, -2.98], [1.60, 5.55, -4.31], [3.13, 1.30, -2.66], [3.92, 2.90, -5.02], [5.19, 2.63, -3.94], [4.42, 4.28, -4.17], [3.06, 2.97, -0.72], [4.66, 3.35, -1.26], [4.00, 5.57, -2.01], [3.41, 5.40, -0.42], [1.74, 6.23, -1.73], [1.28, 4.70, -1.00], [-0.59, 3.96, -2.21], [-0.55, 5.63, -2.67], [-0.82, 4.36, -3.84], [2.69, 5.61, -4.31], [1.31, 5.12, -5.27], [1.26, 6.57, -4.12], [2.30, 0.98, -2.03], [4.05, 1.11, -2.12], [3.14, 0.61, -3.51], [0.78, 1.99, -4.11], [2.28, 5.38, 4.99], [3.69, 4.74, 5.13], [4.11, 4.39, 3.65], [5.55, 4.07, 3.40], [6.36, 5.26, 3.95], [6.03, 5.61, 5.47], [4.59, 5.73, 5.72], [4.18, 6.14, 6.98], [6.65, 4.64, 6.46], [6.48, 7.07, 5.78], [3.61, 3.42, 5.80], [1.49, 4.65, 4.78], [2.11, 6.24, 4.34], [1.98, 5.80, 5.95], [3.52, 3.59, 3.20], [3.87, 5.27, 3.05], [5.81, 3.97, 2.34], [5.76, 3.07, 3.77], [6.19, 6.12, 3.31], [7.43, 5.02, 3.88], [7.15, 3.92, 5.81], [7.35, 5.14, 7.13], [5.98, 4.13, 7.15], [6.06, 7.81, 5.10], [6.26, 7.51, 6.75], [7.57, 7.02, 5.77], [2.66, 2.96, 5.53], [3.47, 3.57, 6.87], [4.56, 2.91, 5.64], [4.69, 5.48, 7.46]]}